Computed, not measured: a molecular structure, C22H30N8O2W, with ωB97M-V with the def2-TZVPD basis set.

Output
Strongest force on any atom = 0.87 eV Å⁻¹
Energy above the lowest of the compared OMol25 structures with the same formula, charge and spin = 15.2 kcal/mol
Multiplicity = 1
Gap between HOMO and LUMO (spin up / spin down) = 6.452 / 6.452 eV
Charge = +4
HOMO (spin up / spin down) = -19.794 / -19.794 eV

Positions of all 63 atoms, in Å:
W (0.339, 0.452, 0.357)
N (-2.235, -2.928, -0.801)
C (-1.783, -1.719, -0.647)
N (-0.659, -1.427, 0.035)
C (0.067, -2.515, 0.585)
N (1.227, -2.257, 1.111)
N (1.413, -0.932, 1.175)
C (2.496, -0.228, 0.779)
C (2.771, 1.083, 1.420)
C (3.935, 1.535, 1.980)
C (3.934, 2.840, 2.481)
C (2.783, 3.620, 2.388)
C (1.652, 3.092, 1.803)
N (1.651, 1.841, 1.309)
C (-0.442, -3.857, 0.481)
C (0.204, -4.954, 1.058)
C (-0.337, -6.214, 0.899)
C (-1.517, -6.399, 0.169)
C (-2.170, -5.324, -0.410)
C (-1.624, -4.064, -0.246)
H (-3.083, -3.071, -1.345)
H (-2.343, -0.910, -1.101)
H (3.244, -0.730, 0.168)
H (4.814, 0.907, 2.039)
H (4.829, 3.242, 2.938)
H (2.775, 4.636, 2.761)
H (0.740, 3.665, 1.699)
H (1.117, -4.809, 1.619)
H (0.156, -7.069, 1.343)
H (-1.927, -7.394, 0.053)
H (-3.084, -5.468, -0.975)
C (-1.258, 1.929, 4.406)
N (-2.233, 1.138, 3.630)
C (-3.548, 0.812, 4.243)
C (-1.949, 0.697, 2.463)
O (-0.792, 0.949, 1.896)
H (-1.751, 2.333, 5.283)
H (-0.882, 2.748, 3.798)
H (-0.432, 1.294, 4.724)
H (-3.738, 1.514, 5.049)
H (-3.527, -0.196, 4.651)
H (-4.340, 0.904, 3.505)
H (-2.692, 0.113, 1.926)
C (0.727, 0.424, -4.997)
N (1.005, 0.524, -3.550)
C (2.038, -0.387, -3.052)
C (0.352, 1.341, -2.753)
O (0.241, 0.995, -1.436)
N (-0.217, 2.466, -3.116)
C (0.219, 3.239, -4.294)
C (-1.306, 3.092, -2.352)
H (0.721, -0.633, -5.255)
H (1.494, 0.918, -5.590)
H (-0.249, 0.840, -5.227)
H (2.865, -0.393, -3.760)
H (1.660, -1.407, -2.962)
H (2.428, -0.037, -2.102)
H (1.226, 2.960, -4.587)
H (0.221, 4.290, -4.011)
H (-0.464, 3.114, -5.132)
H (-1.679, 2.428, -1.579)
H (-2.121, 3.320, -3.038)
H (-0.962, 4.025, -1.907)

=====

Computed, not measured: a molecular structure, C39H46MgP2 in a non-equilibrium geometry, with ωB97M-V with the def2-TZVPD basis set.

Output
Strongest force on any atom = 2.40 eV Å⁻¹
Energy above the lowest of the compared OMol25 structures with the same formula, charge and spin = 0.0 kcal/mol
Multiplicity = 1
Gap between HOMO and LUMO = 5.899 eV
HOMO = -6.822 eV

Positions of all 88 atoms, in Å:
Mg (0.983, -1.221, -0.056)
C (-2.485, -0.005, 0.737)
C (-2.429, -0.293, -0.561)
C (-2.734, 0.656, -1.665)
C (-1.543, 1.424, -2.332)
C (-0.531, 2.032, -1.416)
C (-0.770, 2.517, -0.198)
C (-2.074, 2.586, 0.495)
C (-2.525, 1.347, 1.344)
C (2.697, 0.007, -0.546)
H (-2.538, -0.827, 1.450)
H (-2.214, -1.308, -0.927)
H (-3.489, 1.378, -1.311)
H (-3.193, 0.035, -2.464)
H (-1.058, 0.739, -3.057)
H (-1.991, 2.254, -2.919)
H (0.487, 2.012, -1.806)
H (0.070, 2.812, 0.430)
H (-2.867, 2.851, -0.208)
H (-1.973, 3.416, 1.219)
H (-1.956, 1.364, 2.293)
H (-3.588, 1.524, 1.607)
H (3.464, -0.252, 0.219)
H (2.446, 1.092, -0.558)
H (3.072, -0.353, -1.531)
P (0.125, -2.219, -9.282)
P (2.028, 0.330, -9.526)
C (-0.501, -0.670, -10.022)
C (0.280, 0.439, -10.041)
C (-0.706, -3.394, -10.429)
C (-1.886, -3.094, -11.132)
C (-2.508, -4.058, -11.939)
C (-1.956, -5.338, -12.054)
C (-0.759, -5.636, -11.385)
C (-0.123, -4.669, -10.603)
C (-0.868, -2.409, -7.732)
C (-0.512, -1.548, -6.671)
C (-1.269, -1.562, -5.501)
C (-2.388, -2.398, -5.402)
C (-2.719, -3.273, -6.443)
C (-1.919, -3.332, -7.591)
C (2.719, 1.118, -11.092)
C (2.683, 0.341, -12.270)
C (3.040, 0.889, -13.508)
C (3.430, 2.233, -13.599)
C (3.496, 3.008, -12.435)
C (3.202, 2.434, -11.184)
C (2.114, 1.791, -8.432)
C (3.266, 1.881, -7.618)
C (3.425, 2.990, -6.794)
C (2.447, 3.996, -6.776)
C (1.310, 3.903, -7.585)
C (1.117, 2.774, -8.391)
H (-1.511, -0.614, -10.444)
H (-0.102, 1.407, -10.406)
H (-2.359, -2.115, -11.056)
H (-3.432, -3.791, -12.464)
H (-2.453, -6.090, -12.672)
H (-0.321, -6.634, -11.478)
H (0.821, -4.891, -10.100)
H (0.346, -0.878, -6.787)
H (-0.985, -0.915, -4.672)
H (-3.001, -2.372, -4.505)
H (-3.598, -3.916, -6.378)
H (-2.130, -4.070, -8.377)
H (2.358, -0.701, -12.204)
H (3.007, 0.268, -14.411)
H (3.676, 2.671, -14.569)
H (3.776, 4.066, -12.495)
H (3.329, 3.035, -10.276)
H (4.010, 1.080, -7.653)
H (4.317, 3.072, -6.176)
H (2.575, 4.865, -6.135)
H (0.561, 4.699, -7.613)
H (0.201, 2.674, -8.980)
C (-0.849, -0.965, 3.923)
C (0.219, 0.052, 3.488)
C (1.281, 0.147, 4.638)
C (0.739, -0.311, 2.091)
H (-0.499, -1.993, 3.755)
H (-1.778, -0.808, 3.359)
H (-1.070, -0.841, 4.993)
H (-0.270, 1.056, 3.392)
H (1.876, -0.784, 4.714)
H (1.974, 0.994, 4.504)
H (0.764, 0.311, 5.607)
H (1.158, 0.559, 1.522)
H (1.446, -1.189, 2.136)

=====

Computed, not measured: a single C10H18N2 molecule in a non-equilibrium geometry, with ωB97M-V with the def2-TZVPD basis set.

Output
Strongest force on any atom = 2.11 eV Å⁻¹
Energy above the lowest of the compared OMol25 structures with the same formula, charge and spin = 3.0 kcal/mol
Multiplicity = 1
Structure (SMILES) = N[C@@H]1[C@H]2CC[C@@H]1[C@@H]1[C@H]2CC[C@H]1N
Gap between HOMO and LUMO = 9.637 eV
HOMO = -8.662 eV

Positions of all 30 atoms, in Å:
N (0.392, -0.331, 2.196)
C (0.766, -1.123, 1.016)
C (1.673, -0.420, 0.005)
C (1.898, -1.598, -0.975)
C (0.506, -2.238, -0.993)
C (-0.319, -1.352, 0.000)
C (-0.613, 0.034, -0.661)
C (0.775, 0.674, -0.654)
C (0.655, 2.009, 0.052)
C (-0.820, 2.270, 0.220)
C (-1.516, 0.945, 0.178)
N (-2.844, 1.006, -0.471)
H (-0.126, -0.906, 2.858)
H (-0.163, 0.507, 1.975)
H (1.192, -2.072, 1.430)
H (2.583, -0.011, 0.450)
H (2.631, -2.317, -0.623)
H (2.214, -1.312, -2.002)
H (0.040, -2.220, -2.009)
H (0.523, -3.237, -0.628)
H (-1.165, -1.847, 0.397)
H (-0.987, -0.083, -1.670)
H (1.060, 0.858, -1.675)
H (1.168, 2.008, 1.045)
H (1.083, 2.774, -0.633)
H (-1.179, 2.899, -0.616)
H (-1.039, 2.814, 1.136)
H (-1.678, 0.574, 1.172)
H (-3.236, 0.071, -0.594)
H (-3.473, 1.624, 0.075)

=====

Computed, not measured: 2 unconnected molecules or ions with the total composition C2H10N2O in a non-equilibrium geometry, with ωB97M-V with the def2-TZVPD basis set.

Output
Strongest force on any atom = 1.22 eV Å⁻¹
Energy above the lowest of the compared OMol25 structures with the same formula, charge and spin = 13.3 kcal/mol
Multiplicity = 2
Gap between HOMO and LUMO (spin up / spin down) = 3.013 / 9.312 eV
Charge = -1
HOMO (spin up / spin down) = 1.152 / -5.347 eV
Expectation value of S² = 0.75

Positions of all 15 atoms, in Å:
C (-0.549, -2.156, -1.164)
O (0.118, -0.913, -1.134)
H (-1.209, -2.127, -0.296)
H (0.121, -3.017, -1.106)
H (-1.150, -2.246, -2.076)
H (0.763, -0.755, -1.839)
N (-0.218, 1.938, -0.109)
C (-0.010, 1.502, 1.216)
N (1.113, 0.521, 1.379)
H (-0.625, 1.296, -0.775)
H (0.344, 2.683, -0.457)
H (-0.932, 1.043, 1.589)
H (0.283, 2.338, 1.853)
H (0.915, 0.081, 2.268)
H (1.036, -0.188, 0.649)

=====

Computed, not measured: 2 unconnected molecules or ions with the total composition C5H13N2 in a non-equilibrium geometry, with ωB97M-V with the def2-TZVPD basis set.

Output
Strongest force on any atom = 1.85 eV Å⁻¹
Energy above the lowest of the compared OMol25 structures with the same formula, charge and spin = 49.4 kcal/mol
Multiplicity = 1
Gap between HOMO and LUMO = 10.307 eV
Charge = +1
HOMO = -13.280 eV

Positions of all 20 atoms, in Å:
C (2.388, -0.634, -0.027)
C (1.765, -1.753, 0.409)
N (0.529, -2.241, -0.112)
H (2.028, -0.080, -0.885)
H (3.305, -0.289, 0.459)
H (2.165, -2.349, 1.241)
H (0.524, -2.216, -1.112)
H (0.366, -3.213, 0.188)
C (-0.514, 2.273, -0.516)
C (-1.295, 1.064, -0.079)
C (-2.521, 0.705, -0.453)
N (-0.567, 0.143, 0.836)
H (-1.103, 2.869, -1.217)
H (-0.241, 2.910, 0.347)
H (0.390, 1.992, -1.020)
H (-3.012, -0.218, -0.085)
H (-3.096, 1.370, -1.181)
H (0.375, 0.461, 1.045)
H (-0.439, -0.830, 0.405)
H (-1.049, 0.037, 1.761)

=====

Computed, not measured: a molecular structure, C3HLaO in a non-equilibrium geometry, with ωB97M-V with the def2-TZVPD basis set.

Output
Strongest force on any atom = 5.10 eV Å⁻¹
Energy above the lowest of the compared OMol25 structures with the same formula, charge and spin = 0.0 kcal/mol
Multiplicity = 2
Gap between HOMO and LUMO (spin up / spin down) = 4.742 / 10.955 eV
Charge = +3
HOMO (spin up / spin down) = -20.130 / -26.059 eV
Expectation value of S² = 0.76

Positions of all 6 atoms, in Å:
O (1.212, -0.022, 0.037)
C (0.036, 0.202, -0.141)
C (-1.133, 0.776, 0.324)
C (-1.616, -0.377, 0.016)
H (-2.288, -1.216, -0.131)
La (3.789, 0.637, -0.105)

=====

Computed, not measured: a molecular structure, C26H17MnN6O6 in a non-equilibrium geometry, with ωB97M-V with the def2-TZVPD basis set.

Output
Strongest force on any atom = 2.33 eV Å⁻¹
Energy above the lowest of the compared OMol25 structures with the same formula, charge and spin = 0.0 kcal/mol
Multiplicity = 2
Gap between HOMO and LUMO (spin up / spin down) = 5.579 / 5.897 eV
Charge = +1
HOMO (spin up / spin down) = -10.628 / -10.632 eV
Expectation value of S² = 1.04

Positions of all 56 atoms, in Å:
Mn (0.857, -0.862, -0.257)
O (-3.373, -2.115, -0.311)
C (-3.463, -2.312, 1.024)
C (-4.704, -2.722, 1.508)
C (-4.884, -2.950, 2.856)
C (-3.832, -2.775, 3.754)
C (-2.606, -2.369, 3.281)
C (-2.396, -2.129, 1.916)
C (-1.070, -1.684, 1.469)
O (-0.886, -1.481, 0.177)
N (-0.111, -1.496, 2.331)
N (1.042, -1.078, 1.668)
C (2.110, -0.892, 2.355)
C (3.364, -0.425, 1.813)
C (4.457, -0.326, 2.692)
C (5.681, 0.123, 2.259)
C (5.830, 0.489, 0.917)
C (4.773, 0.408, 0.035)
C (3.523, -0.048, 0.464)
O (2.535, -0.082, -0.431)
H (-2.459, -1.864, -0.511)
H (-5.509, -2.858, 0.799)
H (-5.853, -3.271, 3.215)
H (-3.977, -2.957, 4.810)
H (-1.775, -2.227, 3.959)
H (2.039, -1.100, 3.421)
H (4.314, -0.616, 3.726)
H (6.516, 0.193, 2.940)
H (6.789, 0.844, 0.564)
H (4.879, 0.694, -1.002)
O (-1.770, 5.471, -1.926)
N (-2.042, 4.610, -2.736)
O (-2.760, 4.748, -3.697)
C (-1.425, 3.273, -2.542)
C (-1.287, 2.523, -3.652)
C (-0.661, 1.236, -3.588)
C (-0.470, 0.410, -4.709)
C (0.140, -0.808, -4.546)
C (0.545, -1.200, -3.268)
N (0.372, -0.440, -2.199)
C (-0.216, 0.773, -2.353)
C (-0.378, 1.580, -1.174)
N (0.083, 1.034, -0.027)
C (-0.053, 1.702, 1.101)
C (-0.671, 2.956, 1.143)
C (-1.135, 3.529, -0.011)
C (-0.984, 2.838, -1.235)
H (-1.649, 2.903, -4.597)
H (-0.805, 0.738, -5.685)
H (0.307, -1.472, -5.381)
H (1.017, -2.161, -3.119)
H (0.327, 1.234, 1.998)
H (-0.777, 3.462, 2.091)
H (-1.608, 4.496, 0.011)
O (2.490, -3.113, -0.784)
N (1.601, -2.434, -0.556)

=====

Computed, not measured: 2 unconnected molecules or ions with the total composition C2H4N2O3S in a non-equilibrium geometry, with ωB97M-V with the def2-TZVPD basis set.

Output
Strongest force on any atom = 3.22 eV Å⁻¹
Multiplicity = 3
Gap between HOMO and LUMO (spin up / spin down) = 5.547 / 5.059 eV
Charge = -2
HOMO (spin up / spin down) = 1.451 / 1.048 eV
Expectation value of S² = 2.01

Positions of all 12 atoms, in Å:
C (1.034, -2.293, -1.730)
C (-0.748, 0.254, 0.835)
N (-0.225, 0.848, -0.192)
N (-1.952, 1.121, 1.314)
O (1.623, 1.035, -2.030)
O (-0.514, -0.752, 1.474)
O (2.300, 0.553, 0.278)
S (1.295, 0.268, -0.783)
H (0.996, -2.391, -0.567)
H (0.044, -1.683, -1.845)
H (-1.734, 2.044, 0.976)
H (-2.120, 0.996, 2.271)

=====

Which value of strongest force on any atom does entry 8 give? 3.22 eV Å⁻¹

=====

What did the fourth record say?
Computed, not measured: 2 unconnected molecules or ions with the total composition C2H10N2O in a non-equilibrium geometry, with ωB97M-V with the def2-TZVPD basis set.

Output
Strongest force on any atom = 1.22 eV Å⁻¹
Energy above the lowest of the compared OMol25 structures with the same formula, charge and spin = 13.3 kcal/mol
Multiplicity = 2
Gap between HOMO and LUMO (spin up / spin down) = 3.013 / 9.312 eV
Charge = -1
HOMO (spin up / spin down) = 1.152 / -5.347 eV
Expectation value of S² = 0.75

Positions of all 15 atoms, in Å:
C (-0.549, -2.156, -1.164)
O (0.118, -0.913, -1.134)
H (-1.209, -2.127, -0.296)
H (0.121, -3.017, -1.106)
H (-1.150, -2.246, -2.076)
H (0.763, -0.755, -1.839)
N (-0.218, 1.938, -0.109)
C (-0.010, 1.502, 1.216)
N (1.113, 0.521, 1.379)
H (-0.625, 1.296, -0.775)
H (0.344, 2.683, -0.457)
H (-0.932, 1.043, 1.589)
H (0.283, 2.338, 1.853)
H (0.915, 0.081, 2.268)
H (1.036, -0.188, 0.649)

=====

Among the records above, which one has the highest strongest force on any atom? C3HLaO